A structure of composition C45H50CsN5OPSe. Source: OMol25; level of theory: ωB97M-V/def2-TZVPD.

* molar mass: 919.8 g mol⁻¹
* total charge: +1
* E_tot: -4856.6404 Eh
* relative energy (zero: lowest compared OMol25 entry of this formula, charge and spin): 0.667 eV
* lowest unoccupied orbital energy: -1.85 eV
* Kohn-Sham gap: 8.169 eV

```
104
Properties=species:S:1:pos:R:3:forces:R:3:lowdin_charge:R:1
Cs -0.885 -0.727 0.443 0.05 -0.09 0.72 0.86
C 0.919 -4.535 1.206 -0.10 0.06 0.07 -0.04
C -0.413 -3.998 1.677 0.07 -0.07 0.00 -0.31
C -1.542 -4.076 0.865 -0.01 -0.08 0.05 -0.08
C -2.787 -3.629 1.310 -0.08 -0.03 -0.03 -0.31
C -4.013 -3.779 0.441 0.10 -0.01 0.07 -0.04
C -2.881 -3.084 2.589 0.04 0.00 -0.01 -0.03
C -1.768 -2.993 3.426 0.00 0.06 0.01 -0.27
C -1.899 -2.450 4.828 0.02 -0.05 -0.10 -0.04
C -0.540 -3.450 2.952 -0.02 0.00 -0.03 -0.03
H 1.106 -5.521 1.636 -0.01 0.03 -0.01 0.09
H 1.742 -3.887 1.513 -0.03 -0.01 -0.02 0.08
H 0.944 -4.642 0.121 -0.02 0.01 0.01 0.06
H -1.461 -4.529 -0.119 0.01 0.05 0.00 0.12
H -3.776 -3.640 -0.616 0.01 0.00 0.02 0.07
H -4.790 -3.068 0.720 0.02 0.00 0.00 0.08
H -4.433 -4.782 0.548 0.01 0.02 0.00 0.09
H -3.848 -2.749 2.953 0.05 0.03 -0.03 0.12
H -2.007 -3.269 5.544 0.00 0.02 -0.03 0.09
H -2.776 -1.809 4.922 0.02 -0.01 -0.02 0.08
H -1.018 -1.875 5.114 -0.02 -0.01 -0.02 0.08
H 0.332 -3.404 3.600 -0.03 0.05 -0.04 0.13
N -2.485 2.231 -0.192 0.16 0.02 -0.21 0.04
C -2.903 2.790 -1.438 -0.01 -0.04 0.13 -0.35
C -3.351 4.105 -1.516 0.01 0.04 0.04 -0.03
C -3.758 4.636 -2.731 0.01 0.01 0.06 -0.07
C -3.747 3.848 -3.872 -0.04 -0.03 -0.04 -0.07
C -3.286 2.542 -3.798 0.07 0.06 0.02 -0.06
C -2.826 2.007 -2.596 0.06 -0.03 0.08 -0.32
P -1.974 0.379 -2.458 -0.34 0.30 -0.79 0.97
C -0.277 0.871 -2.981 0.09 -0.15 0.01 -0.38
C 0.227 2.151 -2.747 0.02 -0.02 -0.10 -0.07
C 1.509 2.492 -3.166 -0.10 0.02 0.03 -0.07
C 2.299 1.569 -3.832 0.11 0.00 0.02 -0.08
C 1.821 0.283 -4.044 -0.07 -0.11 0.07 -0.08
C 0.554 -0.073 -3.598 -0.02 0.12 -0.04 -0.12
C -2.589 -0.535 -3.922 -0.06 0.04 0.00 -0.39
C -3.579 -1.488 -3.684 -0.01 -0.02 -0.05 -0.11
C -4.150 -2.203 -4.730 0.05 -0.01 0.01 -0.08
C -3.722 -1.980 -6.031 0.00 0.03 -0.01 -0.07
C -2.732 -1.036 -6.282 0.01 0.00 0.02 -0.07
C -2.171 -0.316 -5.236 -0.02 -0.04 -0.01 -0.11
H -2.461 2.916 0.549 -0.01 0.10 0.11 0.05
H -3.115 1.492 0.085 -0.15 -0.09 0.08 0.06
H -3.392 4.709 -0.613 -0.01 -0.06 -0.09 0.11
H -4.105 5.662 -2.777 0.02 -0.05 0.00 0.11
H -4.091 4.251 -4.818 0.04 -0.05 0.08 0.11
H -3.261 1.942 -4.697 0.00 -0.05 -0.02 0.10
H -0.397 2.899 -2.273 0.03 -0.01 0.01 0.10
H 1.876 3.497 -2.993 -0.01 -0.03 0.00 0.11
H 3.289 1.844 -4.182 -0.10 -0.02 0.04 0.12
H 2.435 -0.441 -4.568 -0.03 0.00 0.04 0.11
H 0.177 -1.072 -3.795 0.04 0.02 0.01 0.11
H -3.910 -1.668 -2.666 -0.01 -0.01 0.00 0.09
H -4.919 -2.940 -4.530 0.04 0.05 0.00 0.11
H -4.158 -2.540 -6.851 0.03 0.04 0.06 0.11
H -2.397 -0.859 -7.297 -0.02 -0.01 0.06 0.11
H -1.399 0.414 -5.444 -0.01 0.00 0.00 0.11
C 3.508 -3.974 -1.721 0.08 0.06 0.00 -0.06
C 3.340 -2.739 -2.604 0.12 0.03 -0.20 -0.22
N 4.541 -1.920 -2.751 0.09 -0.06 0.13 -0.04
C 5.546 -2.365 -3.738 -0.04 -0.04 0.25 -0.19
C 6.746 -3.088 -3.134 -0.03 0.04 0.06 -0.07
C 4.848 -0.788 -2.054 0.01 0.04 -0.18 -0.39
O 5.912 -0.212 -2.243 -0.16 -0.14 0.01 0.05
C 3.874 -0.129 -1.087 0.08 -0.03 0.05 -0.08
C 4.136 1.215 -0.821 0.04 0.08 -0.08 0.00
C 3.338 1.925 0.055 0.05 0.02 -0.03 -0.03
C 2.271 1.272 0.651 -0.05 -0.07 0.03 -0.15
N 2.013 -0.018 0.436 0.30 -0.02 -0.03 -0.06
C 2.812 -0.697 -0.397 -0.07 0.03 0.25 -0.11
H 2.557 -4.506 -1.630 0.08 0.06 -0.02 0.07
H 3.862 -3.711 -0.722 -0.04 0.02 0.00 0.08
H 4.233 -4.664 -2.155 -0.03 0.03 0.02 0.07
H 2.523 -2.115 -2.262 -0.04 0.03 -0.11 0.08
H 3.061 -3.069 -3.604 -0.05 0.00 -0.12 0.12
H 5.899 -1.486 -4.270 -0.01 0.10 -0.04 0.12
H 5.025 -3.005 -4.450 -0.02 -0.03 0.01 0.12
H 7.263 -2.429 -2.434 -0.03 -0.06 -0.05 0.07
H 7.450 -3.365 -3.923 -0.08 0.03 0.05 0.08
H 6.450 -3.998 -2.609 0.00 0.04 -0.02 0.06
H 4.983 1.675 -1.316 -0.05 -0.03 0.04 0.13
H 3.539 2.967 0.275 -0.03 -0.09 -0.03 0.11
H 1.604 1.787 1.341 0.05 -0.04 -0.09 0.08
H 2.593 -1.755 -0.461 0.00 0.05 0.06 0.09
C 0.979 4.310 4.686 -0.08 0.01 0.10 -0.02
N -0.114 3.698 5.421 0.22 0.09 -0.04 -0.07
C -0.967 2.763 4.938 0.03 0.24 0.51 -0.77
Se -1.031 2.031 3.257 0.00 -0.04 -0.16 0.56
N -1.805 2.466 5.959 -0.06 0.00 0.14 0.11
C -1.500 3.203 7.105 -0.16 -0.24 -0.27 -0.17
C -2.062 3.253 8.369 -0.07 -0.06 0.07 0.00
C -1.484 4.126 9.278 -0.02 -0.04 -0.04 -0.07
C -0.388 4.920 8.930 0.03 0.01 -0.05 -0.07
C 0.166 4.867 7.659 0.14 0.10 0.04 0.00
C -0.414 3.989 6.759 0.14 0.02 -0.40 -0.16
H 1.031 3.848 3.707 -0.01 -0.04 -0.06 0.04
H 1.916 4.150 5.218 0.00 -0.01 0.01 0.10
H 0.805 5.380 4.573 -0.02 0.00 0.02 0.10
H -2.546 1.799 5.850 -0.10 -0.08 0.00 0.15
H -2.911 2.637 8.638 0.04 0.04 -0.01 0.12
H -1.891 4.195 10.278 0.01 0.00 -0.03 0.11
H 0.035 5.591 9.665 -0.01 -0.02 -0.03 0.11
H 1.015 5.484 7.386 -0.09 -0.05 0.03 0.12
```
Positions in Å, forces in eV/Å.

***

A cluster of 2 separate species, C45H50NOSi in total in a non-equilibrium geometry. Source: OMol25; level of theory: ωB97M-V/def2-TZVPD.

* molar mass: 649.0 g mol⁻¹
* total charge: +1
* E_tot: -2164.0426 Eh
* relative energy (zero: lowest compared OMol25 entry of this formula, charge and spin): 0.000 eV
* lowest unoccupied orbital energy: -5.45 eV
* Kohn-Sham gap: 3.002 eV

```
98
Properties=species:S:1:pos:R:3:forces:R:3:lowdin_charge:R:1
C -6.322 -0.255 -6.894 -0.11 0.00 -0.24 -0.03
C -5.421 0.299 -5.833 0.13 -0.07 0.27 -0.24
C -5.396 -0.273 -4.551 0.15 0.07 0.23 -0.01
C -4.556 0.222 -3.562 0.19 0.20 0.03 0.01
C -3.677 1.317 -3.813 -0.41 -0.21 -0.51 -0.20
C -2.792 1.798 -2.788 0.05 0.81 -0.31 0.05
C -1.897 2.855 -2.997 0.04 -0.09 -0.11 -0.06
C -1.062 3.441 -2.045 -0.24 -0.06 -0.18 0.06
C -0.205 4.568 -2.297 0.35 0.56 -0.22 -0.19
C 0.655 5.072 -1.276 -0.18 -0.23 -0.01 0.01
C 1.516 6.136 -1.506 -0.19 -0.19 0.04 -0.01
C 1.548 6.776 -2.756 -0.07 -0.24 0.23 -0.24
C 2.471 7.934 -2.989 0.08 0.15 -0.18 -0.03
C 0.699 6.312 -3.771 -0.31 -0.29 -0.04 -0.01
C -0.161 5.241 -3.557 0.10 -0.08 0.21 0.01
C -3.739 1.902 -5.119 -0.04 -0.22 0.19 0.01
C -4.584 1.394 -6.096 0.29 0.24 0.25 -0.01
H -6.219 0.303 -7.830 -0.04 -0.13 0.19 0.08
H -6.095 -1.309 -7.098 0.01 0.21 0.10 0.10
H -7.375 -0.212 -6.586 0.23 0.02 0.01 0.10
H -6.053 -1.121 -4.342 0.23 0.28 0.02 0.13
H -4.561 -0.224 -2.564 0.01 0.06 -0.32 0.12
H -2.875 1.361 -1.790 0.09 -0.02 -0.21 0.13
H -1.852 3.261 -4.008 0.00 -0.14 0.40 0.09
H -1.061 3.026 -1.032 0.07 0.10 -0.18 0.13
H 0.628 4.596 -0.292 0.05 0.10 -0.30 0.10
H 2.180 6.490 -0.712 -0.30 -0.16 -0.24 0.13
H 2.374 8.306 -4.014 0.06 -0.03 0.19 0.08
H 2.254 8.763 -2.303 -0.02 -0.21 -0.09 0.10
H 3.518 7.650 -2.825 -0.22 -0.02 -0.01 0.10
H 0.725 6.812 -4.743 -0.09 -0.23 0.32 0.12
H -0.817 4.912 -4.365 0.29 0.19 0.21 0.11
H -3.124 2.772 -5.355 -0.23 -0.35 -0.02 0.11
H -4.605 1.847 -7.090 0.03 -0.09 0.36 0.12
C 5.673 -2.045 2.229 0.23 -0.01 -0.02 -0.15
Si 4.645 -0.502 2.097 -0.55 -0.01 0.14 0.42
C 4.231 0.195 3.779 0.13 0.04 0.25 -0.14
C 5.529 0.816 1.121 0.17 -0.04 -0.09 -0.16
O 3.255 -0.893 1.239 -0.28 0.00 -0.25 -0.16
C 1.896 -0.978 1.658 0.08 0.51 -0.41 -0.34
C 1.817 -1.895 2.892 0.38 0.66 0.10 -0.17
C 1.431 -1.442 4.156 0.03 -0.55 0.06 -0.04
C 1.446 -2.326 5.245 0.04 0.22 -0.20 -0.06
C 1.888 -3.636 5.079 -0.06 -0.06 -0.04 -0.07
C 2.328 -4.072 3.825 0.12 0.29 -0.24 -0.07
C 2.319 -3.193 2.738 -0.12 -0.21 0.42 -0.07
C 1.325 0.459 1.830 -0.09 -0.70 -0.04 -0.14
C 2.000 1.567 1.300 0.11 0.20 0.50 -0.05
C 1.598 2.862 1.656 -0.22 -0.43 -0.30 -0.09
C 0.408 3.042 2.366 -0.04 0.11 0.04 -0.10
C -0.371 1.939 2.728 0.07 -0.28 -0.23 -0.06
C 0.088 0.643 2.454 0.07 0.47 0.18 -0.05
C 1.150 -1.651 0.464 -0.26 -0.27 -0.28 -0.17
C 1.103 -0.767 -0.806 0.53 -0.07 -0.02 -0.10
C -0.341 -0.772 -1.294 -0.40 -0.53 -0.30 -0.14
C -1.188 -1.227 -0.105 0.24 0.56 0.39 -0.16
N -0.259 -1.958 0.748 0.17 0.95 -0.52 -0.07
C -0.681 -3.030 1.447 -1.53 -1.15 0.36 -0.08
C -1.998 -3.425 1.542 1.19 0.86 0.10 -0.06
C -2.380 -4.763 1.947 -0.22 -1.20 0.77 -0.23
C -3.741 -5.081 2.207 0.75 0.07 -0.10 -0.06
C -4.123 -6.370 2.568 0.43 -0.33 -0.01 -0.10
C -3.160 -7.388 2.687 -0.04 0.34 -0.06 -0.10
C -1.807 -7.094 2.456 -0.33 0.23 0.04 -0.09
C -1.419 -5.805 2.092 -0.67 0.24 0.00 -0.05
H 6.582 -1.824 2.807 -0.13 -0.14 -0.14 0.04
H 5.136 -2.860 2.729 0.09 0.21 -0.07 0.03
H 5.974 -2.388 1.230 -0.01 0.03 0.21 0.04
H 5.132 0.703 4.155 -0.20 -0.08 0.00 0.04
H 3.421 0.937 3.743 0.20 -0.16 -0.02 0.04
H 3.955 -0.582 4.503 0.08 0.18 -0.16 0.04
H 6.491 1.010 1.617 -0.13 0.04 -0.21 0.04
H 5.724 0.483 0.094 0.03 0.11 0.17 0.04
H 4.969 1.759 1.083 0.15 -0.19 0.06 0.02
H 1.157 -0.397 4.308 0.02 -0.45 0.00 0.11
H 1.125 -1.963 6.224 0.15 -0.19 -0.28 0.11
H 1.907 -4.320 5.929 -0.04 0.20 -0.25 0.11
H 2.704 -5.087 3.683 -0.11 0.27 0.14 0.11
H 2.712 -3.515 1.767 -0.19 0.08 0.43 0.13
H 2.856 1.421 0.634 -0.18 0.02 0.58 0.10
H 2.221 3.713 1.367 -0.31 -0.24 0.03 0.10
H 0.079 4.050 2.622 0.09 -0.27 0.02 0.10
H -1.325 2.067 3.243 0.33 0.06 -0.16 0.11
H -0.489 -0.233 2.763 0.16 0.37 -0.04 0.12
H 1.677 -2.593 0.216 -0.13 0.40 0.27 0.15
H 1.450 0.253 -0.613 -0.07 -0.32 0.02 0.10
H 1.782 -1.202 -1.547 -0.15 0.21 0.04 0.12
H -0.691 0.183 -1.695 0.22 -0.02 0.05 0.08
H -0.454 -1.515 -2.094 0.00 0.17 0.09 0.12
H -1.591 -0.366 0.457 -0.04 -0.08 -0.16 0.11
H -2.045 -1.840 -0.405 0.29 -0.16 0.10 0.11
H 0.085 -3.622 1.954 -0.18 0.16 -0.56 0.10
H -2.793 -2.700 1.357 0.15 -0.35 -0.26 0.09
H -4.483 -4.283 2.130 0.14 -0.24 -0.01 0.10
H -5.175 -6.594 2.762 0.34 0.08 -0.07 0.10
H -3.460 -8.403 2.959 0.08 0.35 -0.08 0.10
H -1.051 -7.877 2.558 -0.27 0.24 -0.04 0.10
H -0.363 -5.593 1.916 -0.33 -0.16 -0.04 0.10
```
Positions in Å, forces in eV/Å.